# 1
58
Properties=species:S:1:pos:R:3:lowdin_charge:R:1 method="wB97M-V/def2-TZVPD" gap_ev=9.30 de_lowest_kcal_mol=5.8
C 3.9623 1.5066 0.5159 -0.04
O 2.6608 1.2465 0.0137 -0.04
C 2.5903 0.7574 -1.2435 -0.50
O 3.5343 0.5903 -1.9691 0.12
N 1.2833 0.5583 -1.5977 0.04
N 0.2813 0.7397 -0.6537 0.14
C -0.0361 -0.2433 0.2235 -0.42
O 0.5259 -1.3128 0.2600 0.12
C -1.1676 0.1277 1.1858 -0.43
O -1.7372 1.3586 0.7745 0.00
C -2.2111 -1.0092 1.2073 -0.11
C -3.1449 -1.0482 -0.0042 -0.16
C -2.4996 -1.4443 -1.3361 -0.43
C -3.5420 -1.3453 -2.4492 -0.07
C -1.9054 -2.8490 -1.3009 -0.06
C -0.5341 0.2557 2.5883 -0.11
C 0.4903 1.3866 2.6567 -0.17
C 1.0085 1.6513 4.0739 -0.43
C 1.8669 2.9150 4.0793 -0.08
C 1.8185 0.4714 4.6048 -0.07
C 0.9004 -0.0693 -2.8116 -0.18
C -0.2641 0.3614 -3.4384 -0.03
C -0.6843 -0.2489 -4.6057 -0.09
C 0.0523 -1.2855 -5.1532 -0.09
C 1.2121 -1.7099 -4.5271 -0.07
C 1.6381 -1.1114 -3.3549 0.00
H 3.9137 2.4424 1.0711 0.09
H 4.2643 0.6920 1.1772 0.10
H 4.6713 1.5878 -0.3097 0.09
H -0.1632 1.6438 -0.5672 0.16
H -2.4337 1.5802 1.4035 0.12
H -2.8259 -0.8860 2.1045 0.12
H -1.6714 -1.9506 1.2990 0.12
H -3.9458 -1.7588 0.2170 0.12
H -3.6038 -0.0633 -0.1256 0.11
H -1.6965 -0.7386 -1.5619 0.10
H -4.3561 -2.0450 -2.2703 0.08
H -3.9576 -0.3411 -2.5030 0.08
H -3.0898 -1.5813 -3.4094 0.06
H -1.5735 -3.1333 -2.2971 0.08
H -1.0428 -2.8897 -0.6423 0.06
H -2.6457 -3.5715 -0.9627 0.08
H -1.3293 0.4394 3.3181 0.13
H -0.0652 -0.6985 2.8248 0.13
H 1.3322 1.1501 2.0053 0.10
H 0.0253 2.3004 2.2771 0.12
H 0.1502 1.8131 4.7373 0.13
H 2.2191 3.1347 5.0847 0.08
H 2.7327 2.7826 3.4344 0.07
H 1.2991 3.7710 3.7212 0.08
H 2.2375 0.7091 5.5803 0.08
H 1.1996 -0.4153 4.7105 0.07
H 2.6366 0.2412 3.9260 0.08
H -0.8380 1.1721 -3.0146 0.12
H -1.5879 0.0910 -5.0898 0.10
H -0.2776 -1.7612 -6.0647 0.10
H 1.7864 -2.5215 -4.9478 0.10
H 2.5366 -1.4447 -2.8640 0.12



# 2
58
Properties=species:S:1:pos:R:3:lowdin_charge:R:1 method="wB97M-V/def2-TZVPD" gap_ev=9.72 de_lowest_kcal_mol=11.4
C 1.9485 -1.5064 1.4413 -0.07
C 1.3051 -2.4304 0.4068 -0.20
N 1.5605 -2.0081 -0.9544 -0.05
C 2.9383 -2.1032 -1.4041 -0.12
C 3.6199 -0.7263 -1.5104 -0.11
N 5.0276 -0.8858 -1.7244 -0.18
C 5.6943 -0.8891 -2.8952 -0.07
C 7.0118 -1.1553 -2.6036 -0.08
C 7.0367 -1.3088 -1.2113 -0.17
N 5.8324 -1.1486 -0.6976 0.07
C 0.6716 -1.5359 -1.8631 -0.42
O 1.0532 -1.1793 -2.9635 0.06
C -0.8016 -1.4461 -1.4689 -0.19
C -1.6995 -1.4163 -2.7164 -0.12
C -2.7850 -0.3369 -2.6285 -0.08
C -3.3685 -0.2251 -1.2362 -0.46
O -4.5579 -0.2469 -0.9910 0.07
N -2.4204 -0.0815 -0.2770 -0.05
C -2.8197 0.0056 1.1110 -0.12
C -3.0794 1.4466 1.5720 -0.31
C -3.6941 1.4413 2.9723 -0.17
C -3.9837 2.8626 3.4449 -0.20
C -2.7081 3.6986 3.4394 -0.21
C -2.0934 3.7112 2.0440 -0.20
C -1.8038 2.2891 1.5710 -0.17
C -1.0320 -0.1612 -0.6524 -0.11
H 1.6689 -1.8322 2.4400 0.08
H 1.6130 -0.4806 1.3048 0.07
H 3.0321 -1.5291 1.3667 0.07
H 0.2322 -2.4764 0.5837 0.10
H 1.7062 -3.4430 0.5327 0.13
H 3.4970 -2.7251 -0.7038 0.12
H 2.9496 -2.5730 -2.3927 0.13
H 3.1820 -0.1702 -2.3409 0.12
H 3.4776 -0.1703 -0.5811 0.12
H 5.1972 -0.6997 -3.8249 0.12
H 7.8338 -1.2261 -3.2854 0.09
H 7.8727 -1.5227 -0.5754 0.09
H -1.0805 -2.3025 -0.8506 0.14
H -2.1701 -2.3914 -2.8465 0.12
H -1.0757 -1.2242 -3.5916 0.11
H -3.5927 -0.5525 -3.3273 0.12
H -2.3633 0.6364 -2.8909 0.13
H -3.7501 -0.5618 1.2113 0.13
H -2.0506 -0.4584 1.7355 0.13
H -3.7976 1.8891 0.8745 0.15
H -3.0007 0.9618 3.6687 0.12
H -4.6177 0.8596 2.9641 0.12
H -4.4099 2.8381 4.4499 0.11
H -4.7193 3.3201 2.7801 0.12
H -2.9290 4.7191 3.7582 0.11
H -1.9925 3.2742 4.1479 0.11
H -1.1699 4.2945 2.0473 0.11
H -2.7876 4.1872 1.3480 0.12
H -1.0674 1.8309 2.2377 0.12
H -1.3783 2.3218 0.5664 0.11
H -0.4249 -0.1572 0.2531 0.11
H -0.7372 0.6999 -1.2648 0.14



# 3
66
Properties=species:S:1:pos:R:3:lowdin_charge:R:1 method="wB97M-V/def2-TZVPD" gap_ev="5.66 / 7.09" s_squared=3.76 de_lowest_kcal_mol=0.0 multiplicity=4 total_charge=-1
V 0.2537 0.7863 0.5540 0.55
N 0.5122 2.6142 -0.6945 -0.04
C 1.8591 2.4595 -1.2868 -0.16
C 2.8296 2.0582 -0.1612 -0.57
O 3.8991 2.6704 -0.0469 -0.03
N 2.2987 1.1243 0.6209 -0.08
C 2.7516 1.0589 1.9997 -0.14
C 1.6259 1.5223 2.9571 -0.64
O 1.8693 1.6292 4.1500 0.00
O 0.4662 1.7145 2.4014 -0.19
H 0.4906 3.4114 -0.0661 0.10
H -0.2044 2.7355 -1.4005 0.07
H 1.7977 1.6670 -2.0358 0.11
H 2.2262 3.3748 -1.7562 0.11
H 3.0076 0.0349 2.2951 0.11
H 3.6352 1.6763 2.1748 0.11
Se -1.5898 -1.1353 -3.7778 0.37
C -0.7436 -0.5718 -2.2803 -0.94
N -0.2153 -0.2086 -1.3097 -0.02
C -4.5349 4.5997 0.9358 -0.06
N -3.2606 3.8945 0.9611 -0.23
C -2.7006 3.7781 2.3018 -0.09
C -3.0457 2.8679 0.0752 -0.74
S -2.4375 1.3960 0.5655 0.76
N -3.3309 3.1283 -1.2257 -0.21
C -3.3103 2.0661 -2.2214 -0.09
C -3.2640 4.4675 -1.7804 -0.06
H -5.2076 4.1684 1.6864 0.09
H -5.0113 4.5134 -0.0360 0.07
H -4.3938 5.6570 1.1675 0.09
H -2.6963 4.7744 2.7464 0.09
H -1.6859 3.3859 2.2692 0.06
H -3.3000 3.1066 2.9254 0.09
H -3.6133 1.1218 -1.7819 0.06
H -2.3109 1.9248 -2.6437 0.07
H -3.9960 2.3375 -3.0253 0.09
H -2.9202 5.1698 -1.0259 0.09
H -4.2324 4.7990 -2.1670 0.09
H -2.5523 4.4671 -2.6102 0.09
C 2.2520 -2.8511 -2.3669 -0.07
C 1.2519 -3.7325 -1.6371 -0.20
N 1.8720 -4.5357 -0.5804 -0.05
C 2.7801 -5.5862 -1.0293 -0.21
C 4.2316 -5.2828 -0.6923 -0.07
C 1.5651 -4.5459 0.7434 -0.41
O 1.9938 -5.4189 1.4881 0.05
C 0.6942 -3.4589 1.3186 -0.10
C -0.2955 -3.7900 2.2306 0.00
C -1.0692 -2.7792 2.7754 -0.03
C -0.8353 -1.4705 2.3879 -0.10
N 0.1105 -1.1465 1.5096 0.00
C 0.8798 -2.1165 1.0132 -0.06
H 1.7384 -2.2822 -3.1387 0.06
H 3.0310 -3.4485 -2.8454 0.07
H 2.7305 -2.1455 -1.6872 0.08
H 0.7884 -4.4276 -2.3456 0.12
H 0.4457 -3.1317 -1.2255 0.10
H 2.6472 -5.6843 -2.1079 0.11
H 2.4805 -6.5261 -0.5620 0.12
H 4.5533 -4.3511 -1.1574 0.07
H 4.8798 -6.0873 -1.0444 0.07
H 4.3542 -5.1930 0.3861 0.07
H -0.4296 -4.8250 2.5163 0.12
H -1.8446 -2.9953 3.4972 0.10
H -1.4275 -0.6455 2.7681 0.11
H 1.6566 -1.7877 0.3315 0.12